Entry 1
This record from the OMol25 dataset describes the ion C5H9BrN3 with charge +1. The level of theory is wB97M-V/def2-TZVPD.

- Frontier orbital gap: 9.61 eV
- Total charge: +1
- Structure (SMILES): C[C@H]1NC(=[NH2+])N=C[C@@H]1Br

Element x y z (Å)
H (-1.74232, -1.05188, 0.75785)
N (0.09562, 1.30301, 1.13795)
C (-0.18914, 1.36986, -0.24966)
N (-0.44275, 2.63143, -0.57140)
C (1.20816, -0.86345, 0.59117)
N (-0.20636, 0.28582, -1.04191)
C (-1.13606, -1.68094, -0.07699)
C (0.14574, -0.95067, -0.55610)
H (-0.47566, 2.93981, -1.56322)
H (-1.84980, -1.88936, -0.77059)
H (0.51040, -1.47240, -1.38027)
H (1.47319, -1.76217, 1.15192)
H (-0.69548, -2.60489, 0.36388)
H (0.92037, 0.20291, 2.61061)
H (-0.30536, 3.23911, 0.23630)
Br (2.82327, -0.21670, -0.33558)
H (-0.90051, 0.26680, -1.78717)
C (0.76671, 0.25372, 1.48320)

---

Entry 2
This record from the OMol25 dataset describes a cluster of 2 separate species, C5H9BrN3 in total. The level of theory is wB97M-V/def2-TZVPD.

- Frontier orbital gap: 8.03 eV
- Total charge: +1

Element x y z (Å)
H (-2.59585, 1.60118, 1.16326)
H (0.88786, 2.14759, -1.06213)
N (0.56746, -0.86380, -1.46063)
H (-1.41228, 2.79371, -0.55647)
C (0.98847, 0.49138, 0.12696)
H (0.83654, -0.04444, 2.11434)
C (-0.94134, 1.92211, -0.03880)
N (-1.09215, 0.11237, 1.45056)
N (0.29229, -1.71386, 1.06734)
Br (2.86568, 0.22746, 0.15588)
C (0.25852, -0.24689, 1.24970)
H (1.53514, -1.03574, -2.05276)
C (0.35240, 1.66571, -0.34061)
H (-0.21666, -0.40977, -1.89254)
H (0.96181, -2.31322, 1.51811)
H (-0.58016, -2.16834, 1.22936)
H (0.30988, -1.59875, -0.79899)
C (-1.60143, 1.19500, 0.93002)

---

Least stable of them? entry 2.

---

Entry 1
This record from the OMol25 dataset describes a cluster of 2 separate species, C3H12NS in total. The level of theory is wB97M-V/def2-TZVPD.

- Frontier orbital gap: 9.41 eV
- Total charge: +1

Element x y z (Å)
H (0.22640, 2.20894, 1.03081)
H (1.85803, -2.30515, -0.04918)
N (0.43271, 0.10678, 1.29062)
S (-1.99071, 2.42347, -1.11419)
H (1.49056, -2.61584, -1.75946)
C (0.01996, 1.30119, 0.46925)
C (-1.43828, 1.13828, 0.06551)
H (1.36112, 0.20226, 1.70633)
H (0.71269, -1.28946, -0.99058)
H (0.63551, 1.29594, -0.43012)
C (1.07355, -2.30392, -0.80527)
H (-1.11215, 2.20859, -2.10876)
H (0.25522, -2.95272, -0.50486)
H (0.39986, -0.73139, 0.68252)
H (-0.24298, -0.04130, 2.04665)
H (-1.55176, 0.17049, -0.43370)
H (-2.12974, 1.18384, 0.90443)

---

Entry 2
This record from the OMol25 dataset describes a cluster of 2 separate species, C3H12NS in total. The level of theory is wB97M-V/def2-TZVPD.

- Frontier orbital gap: 9.55 eV
- Total charge: +1

Element x y z (Å)
H (-1.72610, 0.80095, 1.25133)
C (-2.35774, 0.98574, 0.39536)
H (3.40998, 0.62848, 0.95642)
H (1.76831, 1.29423, 0.76822)
H (-2.86177, -0.01915, -1.29961)
S (0.72254, -1.31242, -0.81371)
H (3.05847, -1.11353, -0.69816)
C (2.29065, -0.35964, -0.55975)
H (-2.82729, -1.11474, -0.07688)
H (-3.35969, 1.11029, 0.80098)
H (-2.14003, 1.78319, -0.27295)
C (2.36809, 0.38986, 0.74528)
H (-1.40290, -0.46965, -0.79829)
N (-2.36380, -0.28575, -0.44313)
H (1.06681, -2.36734, -0.08345)
H (2.31309, 0.27976, -1.44563)
H (2.04139, -0.23028, 1.57396)

---

Least stable of them? entry 1.

---

Entry 1
This record from the OMol25 dataset describes a cluster of 2 separate species, C8H13N3 in total. The level of theory is wB97M-V/def2-TZVPD.

- Frontier orbital gap: 7.84 eV
- Total charge: +2

Element x y z (Å)
H (-7.04265, -8.43548, -2.60403)
H (-5.47927, -7.67149, -2.40155)
C (0.91479, 0.97650, 2.66177)
H (0.57287, 5.03051, 1.70091)
N (0.75384, 2.32548, 2.42527)
H (-5.77828, -8.90281, -3.57470)
H (1.01174, 1.06468, 0.19981)
H (5.09304, 1.84966, 1.05696)
H (0.50493, 2.82548, -3.15898)
H (-5.88330, -9.25634, -1.90542)
N (0.99534, 2.07360, 0.02267)
C (1.31350, 2.79180, -2.31337)
N (-5.95353, -8.54244, -2.66099)
C (1.99415, 0.26307, 2.38378)
H (2.10230, -0.80975, 2.59103)
H (2.27814, 2.99569, -2.72910)
H (0.22597, 0.54660, 3.50571)
C (0.88209, 4.30146, 0.93276)
C (4.11373, 1.52195, 1.32720)
H (0.15503, 4.41685, 0.13677)
C (0.82341, 2.90519, 1.32904)
C (1.28249, 2.43311, -1.14896)
H (1.89883, 4.48951, 0.42930)
C (3.22086, 0.80718, 1.79414)

---

Entry 2
This record from the OMol25 dataset describes the ion C8H13N3 with charge +2. The level of theory is wB97M-V/def2-TZVPD.

- Frontier orbital gap: 8.54 eV
- Total charge: +2
- Structure (SMILES): C=C=[N+](C)C(=C)[N@H+]1CC=CN1

Element x y z (Å)
N (0.89981, 0.94916, -0.31279)
H (2.09382, 1.26623, 1.40749)
N (-1.33045, -0.12268, -0.01710)
C (-0.61883, 1.11624, -0.24918)
C (-1.23267, 2.24446, -0.40052)
H (-0.27696, -2.61044, 1.66266)
N (1.14554, -0.09414, -1.30142)
H (0.22845, -3.04717, 0.03800)
C (1.56022, 0.47242, 1.00255)
H (-3.02255, 0.48876, -0.96687)
H (2.72895, -1.66215, -1.46347)
C (-2.76133, -0.03189, -0.09702)
H (0.68760, 0.05287, 1.69191)
H (-2.23208, 2.36036, -0.26049)
H (-3.25401, 0.66201, 0.57317)
H (1.36600, 1.82028, -0.51333)
C (2.43048, -0.64735, 0.47298)
C (2.16636, -0.87348, -0.80541)
C (-0.26081, -2.34245, 0.59483)
H (3.16832, -1.05008, 1.23356)
H (1.04839, 0.09205, -2.24057)
H (-3.20834, -1.00352, 0.08568)
C (-0.72809, -1.18547, 0.27432)
H (-0.59780, 3.14596, -0.40896)

---

Least stable of them? entry 2.

---

Entry 1
This record from the OMol25 dataset describes a structure of composition C23H44GeN5O7P2Ti. The level of theory is wB97M-V/def2-TZVPD.

- Frontier orbital gap: 6.82 eV
- Total charge: +1

Element x y z (Å)
H (2.95619, -5.95456, 1.22824)
H (-2.21355, -3.76080, -0.35173)
O (-3.76141, 1.74215, -2.00447)
H (5.08484, -3.76254, 0.94975)
C (1.01529, -2.80349, -2.60131)
C (-1.64480, -3.42355, -1.21419)
H (-2.10696, -2.34960, 1.51010)
N (2.29497, 0.88494, 0.14388)
H (3.97011, -1.20139, -2.89897)
C (0.24698, -2.21232, 3.08350)
H (-3.10506, -1.71121, 0.20237)
C (2.55482, -2.57611, 1.06158)
H (-3.02445, -0.44639, 2.55012)
H (-2.35015, -3.13327, -1.99673)
O (0.68463, 3.04593, -3.73042)
C (-0.19363, 2.62417, 2.33066)
C (0.48151, -2.01428, -1.59719)
N (1.14475, -0.95170, -1.11753)
H (1.74401, 3.49782, -0.21718)
H (-0.74171, -1.78712, 3.26765)
H (-0.65612, -1.86590, 5.72713)
C (-1.50958, 1.88422, 2.35085)
C (4.35227, -4.32428, 1.53824)
H (2.27245, -0.30850, 2.74826)
Ge (1.38550, -1.18421, 1.81180)
N (-1.25349, 0.51407, 1.87688)
H (3.70027, 2.37861, 0.73003)
H (-3.21763, -0.49340, -3.18683)
C (3.33433, -3.34783, 2.12933)
C (0.40652, -1.64112, 5.59288)
H (2.69925, -3.07045, -3.90312)
H (4.47008, -6.13031, 0.34286)
H (4.49747, 1.67151, -1.63003)
H (-2.20674, 2.35019, 1.65102)
H (1.90146, -3.26250, 0.51229)
C (3.72219, -5.40925, 0.67168)
H (5.00648, 0.95738, -0.09281)
C (0.94854, -2.48034, 4.43433)
H (-0.32322, 3.66684, 2.63116)
N (-1.02853, -1.38219, 0.02524)
H (-0.75537, 0.02527, 2.61302)
H (0.82551, -3.53412, 4.69494)
H (3.25496, -4.99097, -0.22226)
Ti (0.09855, 0.49307, 0.00257)
O (-1.69218, 0.98473, -0.67636)
H (1.84337, 3.90618, 1.50241)
H (0.52355, 2.16008, 3.01362)
H (-3.13982, 0.43936, 1.02578)
H (2.02632, -2.31409, 4.35670)
P (-0.05158, 2.55014, -2.57497)
N (0.32811, 2.51965, 0.96034)
H (-0.85004, 4.50676, -2.09975)
H (2.72491, 1.65702, 2.01633)
C (-0.78137, -2.25168, -0.88421)
H (-1.96512, 1.88638, 3.34405)
C (2.39290, -0.68443, -1.53679)
H (3.85285, -2.64800, 2.79119)
C (2.97662, -1.43407, -2.54620)
H (-0.30317, 3.01706, 0.32718)
H (4.90628, -4.79079, 2.35587)
C (1.67563, 3.09493, 0.79055)
C (0.59676, -0.13657, 5.42889)
O (-2.48715, -0.40642, -2.55920)
H (0.90388, -1.95164, 6.51378)
H (0.04944, 0.24427, 4.56290)
O (-1.40907, 1.80466, -3.02901)
C (-2.50764, -0.21861, 1.61370)
H (0.46401, -3.64603, -2.99196)
C (2.71061, 1.99994, 0.97928)
C (3.04987, 0.37305, -0.75585)
C (2.26773, -2.48493, -3.10344)
H (0.22912, 0.40485, 6.30037)
O (-0.58487, 3.72583, -1.59585)
O (0.64969, 1.61087, -1.58708)
H (0.06701, -3.15214, 2.55183)
C (4.47159, 0.76542, -1.02021)
C (-2.24096, -1.50280, 0.83451)
P (-2.44655, 1.11032, -2.00894)
H (5.00849, -0.01307, -1.55435)
H (2.63146, -3.90546, 2.75579)
H (1.64938, 0.11633, 5.28790)
H (-1.05535, -4.26126, -1.57984)
H (3.24720, -2.14652, 0.33291)

---

Entry 2
This record from the OMol25 dataset describes a structure of composition C23H44GeN5O7P2Ti. The level of theory is wB97M-V/def2-TZVPD.

- Frontier orbital gap: 6.81 eV
- Total charge: +1

Element x y z (Å)
C (-4.18042, 0.62920, -1.37843)
H (1.39838, -0.87760, 5.69549)
Ge (-0.27706, -0.81480, 0.98817)
H (-2.06703, -0.52010, -5.28353)
H (3.53443, 2.84218, -1.19549)
H (0.68072, 0.55901, 2.93402)
H (-1.60635, 1.10468, 2.98321)
P (-0.03261, -0.09854, -4.80350)
H (-1.03369, 1.17352, 5.44199)
C (1.13041, -0.14177, 2.22490)
H (-2.38618, -1.41560, 4.49344)
H (-2.37586, -1.70296, 2.03723)
H (3.22617, -0.27382, -2.95587)
H (3.09400, 1.72009, 0.09908)
C (-2.18464, 0.17846, 3.07811)
H (2.86595, 0.04953, 5.99309)
H (0.84450, 1.63415, 0.75630)
O (-1.60514, -0.24652, -4.48090)
C (-1.15243, -3.59694, -2.03655)
N (0.46203, 2.10646, -0.05640)
H (-4.26224, 1.61473, -1.83442)
H (-4.77441, -0.06586, -1.96565)
C (-1.96154, 2.36267, -0.58436)
H (2.59201, -3.54426, -2.50605)
H (3.52043, -1.88713, -1.10824)
H (-1.94093, 2.99575, -1.47070)
N (1.47978, -1.26194, -1.19875)
H (-0.72135, 3.79577, 0.45314)
H (-4.61318, 0.67915, -0.37613)
Ti (0.19285, 0.44856, -1.61067)
C (1.91521, -3.65090, -1.65604)
H (1.32380, -4.54695, -1.81333)
C (2.89811, -1.00541, -0.97110)
H (0.02017, -2.32341, 0.84752)
H (-0.01835, 4.42844, -5.03678)
H (-2.77406, -0.32494, 1.04801)
C (2.79089, -0.87589, 4.03354)
H (2.32229, -1.92999, 2.21176)
H (-0.68527, -4.55648, -2.20036)
H (3.01893, -0.66950, 0.06272)
C (2.72852, 2.21776, -0.80470)
C (-0.38326, -2.48222, -1.74430)
H (2.51155, -3.80258, -0.75647)
H (1.61028, 0.71178, 4.95841)
H (-1.41161, -0.21701, 6.45609)
O (1.83557, 2.92756, -3.92178)
C (1.80182, -1.31368, 2.95198)
P (0.39736, 2.59470, -4.01736)
C (-2.74629, 0.20886, -1.33018)
C (2.12835, -0.20892, 5.23390)
H (1.91167, 0.40917, 1.68920)
H (1.72527, 3.77953, 0.30441)
H (1.16941, 3.58637, -1.37067)
H (1.04615, -1.96742, 3.40014)
O (0.63381, -0.28601, -3.42960)
H (4.31762, 0.43035, -1.75082)
O (-0.50347, 3.81494, -4.47124)
C (-2.31512, -1.14832, -1.62555)
H (-4.19549, -2.12388, -1.96174)
H (3.34467, -1.75411, 4.37315)
C (1.50939, 3.05459, -0.48446)
H (2.27477, 1.70637, -2.68994)
H (-2.91682, 2.49762, -0.07399)
N (-1.76785, 0.98364, -1.00223)
C (-2.07607, -0.67616, 1.80990)
H (-2.71425, 0.74311, 5.75845)
N (-0.97013, -1.27966, -1.54421)
C (-1.72681, -0.55757, 4.33301)
C (-0.82455, 2.71348, 0.36797)
H (-3.13986, -4.33292, -2.35628)
H (-0.72701, -0.97014, 4.17485)
C (-1.72077, 0.33304, 5.56745)
O (0.11463, 1.48375, -5.13740)
O (0.39523, -0.92173, -5.92712)
H (-1.05918, 2.32367, 1.35799)
C (-3.12259, -2.23638, -1.90636)
N (2.33248, 1.19846, -1.79209)
C (-2.52976, -3.47151, -2.12364)
C (3.29414, 0.09539, -1.93373)
C (1.05447, -2.43368, -1.53222)
H (3.52868, -0.19792, 3.59163)
H (-3.22259, 0.49395, 3.22182)
O (-0.25070, 2.08271, -2.72071)

---

Least stable of them? entry 1.

---

Entry 1
This record from the OMol25 dataset describes the ion C7H12N2P with charge +1. The level of theory is wB97M-V/def2-TZVPD.

- Frontier orbital gap: 8.80 eV
- Total charge: +1
- Structure (SMILES): CC(C)C1=NC=[NH+]C=PC1

Element x y z (Å)
H (0.67329, 1.60788, 1.95723)
C (0.68740, -2.01943, 0.82149)
N (0.43919, 2.94310, -1.02814)
H (-0.12471, -1.57644, -1.66849)
C (-0.11544, 1.11125, 1.52494)
C (1.22998, 1.90403, -0.92177)
H (2.21815, 2.03804, -1.27337)
H (0.40031, -3.09198, 1.03665)
C (0.20833, 0.25355, 0.36558)
C (-0.48464, -1.07663, 0.36940)
H (-1.46926, -0.31496, -1.41141)
H (-1.83850, -2.08077, -1.10910)
H (-1.33921, 3.90849, -0.78104)
C (-0.98609, -1.31573, -1.05518)
H (0.99908, -1.65650, 1.72450)
C (-0.78039, 3.06482, -0.38901)
P (-1.58942, 2.19839, 0.84291)
H (-0.53771, 0.55507, 2.29532)
H (-1.38887, -1.12824, 0.97189)
H (0.76395, 3.64459, -1.79260)
N (0.87759, 0.76328, -0.50773)
H (1.53232, -2.16327, 0.08573)

---

Entry 2
This record from the OMol25 dataset describes the ion C7H12N2P with charge +1. The level of theory is wB97M-V/def2-TZVPD.

- Frontier orbital gap (spin up / spin down): 6.76 / 6.35 eV
- Total charge: +1

Element x y z (Å)
C (2.40970, 2.73766, -0.93665)
H (3.79827, 1.52050, -1.37385)
P (2.90148, -1.72720, 1.09874)
H (2.91362, -0.47661, -1.02375)
H (-1.22166, 0.53803, 1.45421)
H (-2.79681, 0.22577, 0.49011)
H (-1.33165, -2.96078, -0.22962)
C (2.28990, 0.36466, -0.72750)
C (0.51652, -0.81233, 0.13216)
C (1.22029, -1.80724, 0.78015)
H (-1.07295, -0.73522, -1.22126)
C (-1.62769, 0.36847, 0.40456)
H (-2.78778, -2.12123, 0.23699)
N (2.86705, 1.55414, -1.04901)
H (0.67464, -2.60150, 1.29551)
N (1.03775, 0.17929, -0.49990)
H (1.48828, 3.18335, -0.52599)
H (3.10376, 3.56999, -1.16313)
C (-1.68940, -2.17736, 0.38815)
H (-1.43742, -2.53736, 1.40303)
C (-1.02520, -0.90752, -0.15100)
H (-1.29425, 1.12210, -0.20360)

---

Least stable of them? entry 2.